{"formula": "C4H10O", "method": "ωB97M-V/def2-TZVPD", "symbols": ["C", "C", "O", "C", "C", "H", "H", "H", "H", "H", "H", "H", "H", "H", "H"], "coordinates": [[2.302, 0.554, 0.249], [1.187, -0.420, -0.070], [0.002, 0.325, -0.202], [-1.150, -0.460, -0.402], [-2.333, 0.312, 0.147], [3.231, 0.015, 0.460], [2.024, 1.148, 1.126], [2.469, 1.241, -0.586], [1.403, -0.988, -0.993], [1.071, -1.151, 0.749], [-1.053, -1.424, 0.125], [-1.276, -0.681, -1.475], [-3.268, -0.239, 0.002], [-2.416, 1.283, -0.349], [-2.192, 0.486, 1.219]], "forces_ev_per_angstrom": [[0.0, 0.0, 0.0], [0.2, -0.1, 0.0], [0.0, 0.1, 0.0], [-0.3, -0.1, 0.0], [-0.1, 0.0, 0.0], [-0.1, 0.1, 0.0], [0.1, -0.1, -0.1], [0.0, -0.1, 0.1], [0.0, 0.1, 0.2], [0.0, 0.1, -0.2], [0.0, 0.1, -0.1], [0.0, 0.0, 0.2], [0.1, 0.1, 0.0], [0.0, -0.1, 0.0], [0.0, 0.0, -0.2]], "homo_lumo_gap_ev": 10.94, "smiles": "CCOCC", "charge": 0, "de_lowest_kcal_mol": 13.12, "e_tot_ev": -6357.234, "lumo_energy_ev": 1.21}

---

{"formula": "C37H71Cl3O12S", "method": "ωB97M-V/def2-TZVPD", "symbols": ["C", "C", "C", "C", "C", "C", "C", "C", "C", "C", "C", "C", "C", "C", "C", "C", "C", "C", "Cl", "C", "C", "C", "Cl", "C", "C", "Cl", "O", "S", "O", "O", "C", "C", "C", "C", "C", "H", "H", "H", "H", "H", "H", "H", "H", "H", "H", "H", "H", "H", "H", "H", "H", "H", "H", "H", "H", "H", "H", "H", "H", "H", "H", "H", "H", "H", "H", "H", "H", "H", "H", "H", "H", "H", "H", "H", "H", "H", "H", "H", "H", "H", "H", "H", "H", "H", "H", "H", "H", "H", "C", "O", "C", "O", "O", "C", "H", "H", "H", "H", "H", "H", "C", "O", "C", "O", "O", "C", "H", "H", "H", "H", "H", "H", "C", "O", "C", "O", "O", "C", "H", "H", "H", "H", "H", "H"], "coordinates": [[1.506, -3.939, 4.707], [1.209, -4.663, 3.266], [-0.362, -4.649, 2.797], [-1.448, -4.487, 4.020], [-1.915, -2.901, 4.065], [-3.341, -2.642, 3.247], [-4.552, -2.075, 4.220], [-4.867, -0.490, 3.880], [-3.495, 0.409, 3.875], [-3.177, 0.898, 2.312], [-1.550, 0.969, 2.018], [-1.317, 2.107, 0.844], [-0.854, 1.422, -0.610], [0.551, 2.095, -1.114], [1.563, 1.089, -1.919], [2.019, -0.227, -1.061], [3.207, -1.136, -1.721], [4.529, -0.929, -0.711], [6.032, -1.895, -1.331], [5.042, 0.664, -0.727], [4.815, 1.404, 0.751], [2.902, -2.742, -1.809], [3.244, -3.698, -0.250], [1.392, -3.156, -2.283], [0.441, -3.597, -0.979], [1.442, -4.674, -3.386], [3.692, -0.705, -3.038], [2.459, -0.381, -4.152], [2.012, -1.595, -5.022], [3.059, 0.657, -5.179], [0.983, 0.542, -3.364], [0.371, 1.708, -4.340], [1.187, 3.131, -4.325], [-1.214, 2.057, -4.102], [-2.224, 0.766, -4.151], [1.195, -4.684, 5.571], [0.839, -2.959, 4.831], [2.654, -3.726, 4.843], [1.839, -4.095, 2.439], [1.560, -5.790, 3.323], [-0.466, -3.790, 1.983], [-0.565, -5.676, 2.235], [-2.398, -5.132, 3.711], [-1.091, -4.908, 5.055], [-1.032, -2.282, 3.560], [-2.025, -2.501, 5.181], [-3.758, -3.643, 2.767], [-3.139, -1.911, 2.344], [-5.548, -2.695, 4.039], [-4.209, -2.161, 5.343], [-5.585, -0.012, 4.702], [-5.427, -0.433, 2.846], [-2.537, -0.147, 4.254], [-3.638, 1.392, 4.496], [-3.716, 1.949, 2.183], [-3.731, 0.138, 1.583], [-0.950, 1.325, 2.983], [-1.138, -0.095, 1.748], [-0.511, 2.864, 1.256], [-2.321, 2.733, 0.701], [-0.816, 0.270, -0.408], [-1.775, 1.604, -1.331], [0.289, 3.092, -1.682], [1.130, 2.436, -0.128], [2.531, 1.728, -2.182], [2.391, 0.183, -0.003], [1.022, -0.826, -0.809], [4.279, -1.149, 0.413], [6.224, 0.682, -0.891], [4.586, 1.284, -1.608], [4.159, 2.388, 0.638], [4.250, 0.727, 1.523], [5.862, 1.667, 1.252], [3.644, -3.179, -2.633], [0.786, -2.323, -2.835], [0.612, -4.709, -0.655], [0.548, -2.824, -0.077], [-0.676, -3.441, -1.370], [0.148, -0.255, -3.096], [0.452, 1.288, -5.454], [1.270, 3.476, -5.465], [0.646, 4.000, -3.750], [2.300, 2.946, -3.978], [-1.537, 2.761, -5.011], [-1.301, 2.721, -3.142], [-3.344, 1.126, -4.349], [-2.158, 0.145, -3.142], [-1.846, 0.053, -5.018], [-6.987, 5.067, 2.315], [-5.846, 4.732, 1.527], [-5.543, 5.643, 0.569], [-6.150, 6.679, 0.346], [-4.447, 5.202, -0.099], [-4.010, 6.068, -1.145], [-7.137, 4.270, 3.049], [-6.822, 6.005, 2.855], [-7.883, 5.132, 1.690], [-3.726, 7.046, -0.744], [-4.787, 6.173, -1.909], [-3.129, 5.617, -1.610], [-7.325, -2.900, -4.463], [-6.040, -2.435, -4.055], [-5.003, -3.005, -4.719], [-5.091, -3.849, -5.598], [-3.851, -2.476, -4.235], [-2.668, -2.987, -4.846], [-8.079, -2.377, -3.867], [-7.502, -2.671, -5.519], [-7.424, -3.974, -4.276], [-2.659, -2.762, -5.917], [-2.581, -4.065, -4.675], [-1.809, -2.495, -4.383], [9.940, 0.520, 1.766], [9.084, 1.604, 2.120], [9.606, 2.449, 3.044], [10.705, 2.348, 3.567], [8.695, 3.424, 3.286], [9.112, 4.392, 4.247], [9.421, -0.091, 1.021], [10.868, 0.891, 1.320], [10.150, -0.107, 2.638], [10.008, 4.918, 3.901], [9.289, 3.921, 5.218], [8.307, 5.123, 4.361]], "forces_ev_per_angstrom": [[-0.5, -0.5, 0.2], [0.3, 0.1, 0.0], [0.4, -0.7, -0.3], [-0.8, 0.2, -1.0], [0.1, 0.0, 0.1], [-0.2, -0.3, -0.1], [0.0, 0.7, -0.4], [0.0, -0.1, 1.0], [-0.1, 0.5, -1.4], [-0.2, -0.4, 0.9], [-0.8, 1.1, 0.2], [0.1, -0.2, 0.1], [-1.0, 0.6, 1.0], [-0.2, -0.3, 0.9], [0.8, 0.3, -1.0], [-0.9, 1.0, 1.1], [1.0, -1.0, 2.5], [0.2, 2.2, -0.5], [-1.8, 0.5, 0.7], [1.0, 0.2, 0.7], [-0.1, 0.3, 0.1], [-0.1, -0.7, -2.1], [0.1, 1.0, -1.2], [-1.1, -0.2, 1.8], [-1.1, 1.0, -0.8], [0.1, 1.6, 0.9], [-3.0, 0.3, 0.0], [0.9, 0.9, -8.6], [1.2, 3.3, 4.5], [-1.6, -3.1, 4.8], [-1.1, 0.4, 2.5], [0.0, 0.1, -1.5], [0.7, -0.3, -1.3], [-0.2, 0.2, -0.6], [0.5, 0.1, 0.2], [0.6, 1.6, -1.7], [1.7, -2.0, -0.3], [-2.3, -0.2, -0.3], [-1.2, -1.4, 1.6], [-0.5, 2.4, -0.1], [-0.2, -1.8, 1.9], [0.4, 2.2, 1.1], [1.9, 1.4, 0.8], [-0.4, 1.0, -2.1], [-2.0, -1.2, 1.1], [0.2, -0.9, -2.4], [1.2, 1.9, 1.0], [-0.5, -1.4, 1.9], [2.2, 1.2, 0.5], [-0.8, 0.1, -2.2], [1.4, -1.3, -1.8], [1.2, 0.0, 2.0], [-2.0, 0.8, -0.5], [0.3, -2.0, -1.0], [1.4, -2.2, 0.1], [1.4, 1.7, 1.4], [-1.5, -0.8, -1.9], [-0.8, 2.0, 0.3], [-1.5, -1.5, -1.1], [2.2, -1.4, 0.3], [0.2, 2.1, -0.6], [2.2, -0.4, 1.2], [0.8, -2.2, 0.9], [-1.1, -0.8, -2.1], [-2.0, -1.4, 0.6], [-0.7, -1.0, -2.3], [2.3, 1.0, -0.8], [0.5, -0.2, -2.5], [-2.8, -0.2, 0.2], [0.7, -1.3, 1.7], [1.5, -2.0, 0.2], [1.0, 1.1, -1.6], [-2.3, -0.5, -1.2], [-1.5, 1.1, 2.0], [1.6, -1.6, 0.7], [-0.3, 2.4, -0.6], [0.0, -1.9, -1.9], [2.3, -0.7, 0.9], [1.8, 1.4, -0.8], [-0.1, 0.8, 2.5], [-0.2, -0.7, 2.6], [1.1, -1.9, -0.9], [-2.4, 0.6, -0.6], [0.9, -1.5, 1.9], [-0.1, -1.5, -1.7], [2.6, -1.0, 0.5], [-0.4, 1.3, -2.1], [-1.0, 1.5, 1.7], [-0.4, 0.1, 0.3], [0.4, 0.6, -0.8], [-0.3, 0.5, -0.1], [0.9, -1.6, 0.3], [-0.8, 0.1, 0.6], [0.2, 0.3, -0.4], [0.3, 0.0, -0.3], [-0.1, -0.1, -0.2], [0.2, 0.2, 0.1], [-0.2, -0.1, -0.1], [0.1, 0.1, 0.2], [-0.2, -0.1, 0.3], [-0.5, -0.2, -0.1], [0.9, -0.3, -0.4], [0.0, -0.4, -0.4], [0.1, 1.3, 1.3], [-1.0, -0.2, -0.2], [0.5, -0.2, -0.2], [0.4, 0.0, 0.0], [0.1, -0.2, 0.2], [0.1, 0.2, -0.2], [-0.1, -0.2, 0.2], [-0.1, 0.2, -0.2], [-0.3, 0.0, 0.1], [0.3, -0.5, -0.2], [0.2, 0.8, 0.7], [0.5, -0.1, 0.2], [-1.7, 0.2, -0.8], [0.5, -0.8, -0.3], [0.1, 0.4, 0.4], [-0.1, 0.3, 0.2], [-0.1, -0.1, 0.2], [0.1, 0.2, -0.1], [-0.1, -0.2, 0.1], [0.1, 0.1, -0.2], [0.0, -0.3, -0.2]], "homo_lumo_gap_ev": 10.36, "smiles": "CCCCCCCCCCCCCC[C@H]1C[C@@]([C@@H](Cl)CC)([C@@H](Cl)[C@H](C)Cl)OS(=O)(=O)[C@@H]1[C@H](C)CC.COC(=O)OC.COC(=O)OC.COC(=O)OC", "charge": 0, "e_tot_ev": -112479.629, "lumo_energy_ev": 0.16}

---

{"formula": "C7H22N10O11Pb", "method": "ωB97M-V/def2-TZVPD", "symbols": ["Pb", "O", "C", "O", "O", "H", "O", "C", "O", "O", "H", "C", "O", "N", "N", "H", "H", "H", "H", "C", "O", "N", "N", "H", "H", "H", "H", "C", "O", "N", "N", "H", "H", "H", "H", "C", "O", "N", "N", "H", "H", "H", "H", "C", "O", "N", "N", "H", "H", "H", "H"], "coordinates": [[0.178, -0.465, -0.222], [3.919, -2.805, -0.691], [2.813, -2.022, -0.481], [2.676, -1.026, -1.237], [2.086, -2.310, 0.488], [3.916, -3.386, 0.081], [-2.463, -3.351, -1.750], [-1.700, -2.228, -1.506], [-2.282, -1.201, -1.099], [-0.460, -2.345, -1.705], [-1.777, -3.918, -2.133], [-2.015, -2.383, 2.176], [-1.138, -2.436, 1.334], [-2.156, -3.318, 3.166], [-2.839, -1.283, 2.275], [-1.398, -3.928, 3.398], [-3.037, -3.369, 3.643], [-3.670, -1.404, 2.830], [-2.854, -0.632, 1.506], [-2.446, 1.982, 0.387], [-1.706, 1.142, 0.878], [-3.611, 1.623, -0.227], [-2.219, 3.329, 0.455], [-3.840, 0.650, -0.344], [-4.204, 2.295, -0.678], [-2.906, 3.936, 0.041], [-1.278, 3.678, 0.451], [1.074, -0.059, 3.352], [1.161, 0.025, 2.143], [2.120, 0.184, 4.202], [-0.084, -0.491, 3.980], [3.043, 0.342, 3.849], [1.941, 0.152, 5.188], [-0.128, -0.308, 4.968], [-0.939, -0.377, 3.453], [2.371, 2.483, -0.940], [1.603, 1.805, -0.271], [2.263, 3.856, -0.989], [3.232, 1.916, -1.822], [3.060, 4.352, -1.340], [1.504, 4.285, -0.502], [3.916, 2.485, -2.286], [3.377, 0.917, -1.752], [0.357, 0.518, -3.575], [-0.183, 0.757, -2.493], [1.377, -0.357, -3.719], [-0.032, 1.160, -4.713], [1.893, -0.509, -4.566], [1.829, -0.754, -2.893], [0.358, 0.888, -5.597], [-0.702, 1.903, -4.712]], "forces_ev_per_angstrom": [[0.3, -0.6, -0.1], [0.0, 0.2, 0.0], [0.0, 0.2, 1.0], [-0.1, 0.1, -0.7], [0.0, 0.0, -0.4], [0.0, -0.2, -0.1], [0.7, 0.5, -0.3], [-0.4, 0.4, 0.2], [-0.1, -0.3, 0.0], [-0.1, -0.1, -0.1], [-0.3, -0.4, 0.1], [0.8, 0.6, -0.4], [0.3, -0.1, 0.2], [-0.7, 0.3, -0.1], [-0.3, -0.6, 0.6], [0.0, -0.2, -0.3], [0.2, -0.2, 0.3], [-0.1, 0.3, -0.1], [0.1, -0.1, -0.2], [-0.5, -0.6, -0.4], [0.2, 0.2, 0.2], [-0.2, 0.3, 0.3], [-0.3, 0.4, -0.1], [0.4, -0.2, -0.1], [0.1, 0.0, -0.1], [0.1, 0.0, -0.1], [0.2, -0.3, 0.2], [-0.3, -0.5, -0.1], [0.3, 0.3, 0.3], [-0.6, 0.0, 0.1], [0.6, 0.4, 0.1], [0.0, 0.0, -0.1], [0.4, 0.0, 0.0], [-0.4, -0.1, 0.0], [0.0, 0.0, 0.0], [-1.2, -0.4, -0.5], [0.1, 0.5, 0.4], [0.8, -0.7, -0.3], [0.4, 0.4, 0.2], [-0.3, 0.5, 0.1], [0.2, 0.2, 0.2], [0.0, -0.1, -0.1], [0.0, -0.2, 0.2], [0.2, 0.1, 0.2], [0.1, 0.1, -0.2], [0.4, -0.4, 0.3], [0.2, -0.1, -0.6], [-0.3, 0.3, -0.2], [-0.3, 0.0, 0.1], [0.0, 0.1, 0.0], [-0.1, -0.1, 0.3]], "homo_lumo_gap_ev": 8.54, "charge": 0, "de_lowest_kcal_mol": 1.20, "e_tot_ev": -50295.969, "lumo_energy_ev": 0.51}